(1)
The following is a DFT calculation (wB97M-V/def2-TZVPD) of a cluster of 2 separate species, C2H2ClIO in total.

Geometry (Å):
C (-0.5687, -0.2060, -0.6396)
C (-0.3794, 0.3816, 0.6486)
O (-0.4991, 0.3870, -1.6955)
Cl (-0.1685, 2.0342, 0.7273)
I (2.9499, -1.0514, 0.1358)
H (-1.0441, -1.3361, -0.6534)
H (-0.2901, -0.2094, 1.4768)

Results
F_max: 3.29 eV/A
net charge: 0
ΔE to the lowest compared entry with this formula, charge and spin: 49.2 kcal per mole
HOMO level (spin up / spin down): -10.31 / -9.57 eV
gap between HOMO and LUMO (spin up / spin down): 8.3 / 6.2 eV



(2)
The following is a DFT calculation (wB97M-V/def2-TZVPD) of a structure of composition C20H43N2P3SeZr.

Geometry (Å):
Zr (0.8146, 0.2971, -0.0649)
P (-2.2925, 1.2981, 0.3059)
P (0.5532, 0.3550, 2.6522)
P (-0.4042, -0.4449, -2.3259)
H (3.4930, -2.5085, 0.9138)
C (3.4531, -2.1233, -0.1347)
C (2.8708, -0.8950, -0.4363)
H (2.6254, -0.2107, 0.4630)
C (-3.8027, 0.3355, 0.7418)
C (-2.4589, 2.5634, 1.6255)
C (-2.9798, 2.2194, -1.1282)
C (1.9112, -0.7676, 3.2122)
C (1.1091, 1.9184, 3.4854)
C (-0.6642, -0.2072, 3.9132)
C (0.7983, -1.7175, -2.9667)
C (-0.2904, 0.7827, -3.7293)
C (-1.9428, -1.3388, -2.7826)
H (4.0703, -2.6811, -0.8811)
H (3.2329, -0.4310, -1.3774)
H (-4.7469, 0.8995, 0.7784)
H (-3.6676, -0.1231, 1.7281)
H (-3.9144, -0.4458, -0.0162)
H (-3.4855, 2.9096, 1.8444)
H (-1.8308, 3.4426, 1.4013)
H (-2.0922, 2.0625, 2.5393)
H (-3.9923, 2.6413, -0.9985)
H (-3.0249, 1.5095, -1.9727)
H (-2.2868, 3.0435, -1.3612)
H (2.2662, -0.4478, 4.2084)
H (2.7663, -0.7695, 2.5197)
H (1.4985, -1.7863, 3.2639)
H (1.2137, 1.7255, 4.5724)
H (0.3622, 2.7177, 3.3119)
H (2.0918, 2.2334, 3.0868)
H (-0.3077, -0.0542, 4.9440)
H (-0.8927, -1.2717, 3.8134)
H (-1.6015, 0.3416, 3.8301)
H (0.5796, -1.8197, -4.0480)
H (0.6031, -2.6700, -2.4378)
H (1.8501, -1.4038, -2.8206)
H (-0.2322, 0.2186, -4.6877)
H (0.6212, 1.4075, -3.6175)
H (-1.2049, 1.4086, -3.6906)
H (-1.7828, -1.8278, -3.7565)
H (-2.7932, -0.6548, -2.8973)
H (-2.2152, -2.1277, -2.0672)
C (0.1049, -4.0144, 0.5932)
C (1.4496, -4.4197, 0.7180)
C (1.9578, -5.5101, -0.0433)
C (1.0242, -6.4171, -0.5976)
C (-0.3475, -6.1275, -0.4645)
C (-0.8001, -4.8924, 0.0187)
Se (-0.6568, -2.1695, 0.9619)
H (0.3104, -1.8621, -0.1070)
H (2.1223, -3.8021, 1.3216)
H (3.0413, -5.6849, -0.2737)
H (1.3230, -7.3379, -1.1155)
H (-1.1201, -6.8110, -0.7911)
H (-1.8182, -4.5103, -0.0546)
C (1.1244, 5.3298, -2.1416)
N (0.9286, 4.7714, -0.7729)
C (0.6829, 5.7012, 0.3425)
C (0.8489, 3.4960, -0.6044)
N (0.7073, 2.3485, -0.3632)
H (1.0813, 6.4038, -1.9816)
H (0.2753, 5.0145, -2.7694)
H (2.0853, 5.0063, -2.5913)
H (-0.3313, 5.5434, 0.7333)
H (1.4500, 5.6599, 1.1382)
H (0.6794, 6.6811, -0.1121)

Results
F_max: 3.58 eV/A
net charge: +4
ΔE to the lowest compared entry with this formula, charge and spin: 36.2 kcal per mole
HOMO level: -19.38 eV
gap between HOMO and LUMO: 5.0 eV



(3)
The following is a DFT calculation (wB97M-V/def2-TZVPD) of a cluster of 2 separate species, H3OPS3 in total.

Geometry (Å):
O (-1.8072, -2.2148, -1.6865)
P (-0.7193, -1.3525, -1.3657)
S (0.8994, -2.1893, -2.5421)
H (1.8475, -1.5021, -1.7885)
S (0.2456, 2.7999, 2.0052)
S (0.0869, 0.8997, 1.3715)
H (-0.7515, 3.4310, 1.6148)
H (0.1986, 0.1281, 2.3912)

Results
F_max: 4.45 eV/A
net charge: 0
ΔE to the lowest compared entry with this formula, charge and spin: 27.8 kcal per mole
HOMO level: -9.34 eV
gap between HOMO and LUMO: 8.6 eV
structure (SMILES): O=PS.SS



(4)
The following is a DFT calculation (wB97M-V/def2-TZVPD) of a cluster of 2 separate species, C4H7NO3 in total.

Geometry (Å):
N (-0.0253, -0.8227, -2.0900)
C (-0.4812, 0.1512, -1.2414)
O (-0.6976, 1.3278, -1.5816)
C (-1.6651, -0.1965, -0.3732)
O (-1.7649, 0.0922, 0.8211)
H (0.1911, -1.7243, -1.6885)
H (0.5809, -0.5010, -2.8319)
H (-2.4802, -0.7168, -0.8922)
C (0.7180, 0.6737, 1.9377)
C (1.4479, -0.0117, 0.9078)
O (2.0015, -1.0777, 0.8852)
H (-0.5235, 0.3354, 1.5765)
H (1.0381, 0.4154, 2.9449)
H (0.7031, 1.7484, 1.7809)
H (0.9573, 0.3067, -0.1554)

Results
F_max: 3.91 eV/A
net charge: 0
ΔE to the lowest compared entry with this formula, charge and spin: 99.1 kcal per mole
HOMO level: -9.46 eV
gap between HOMO and LUMO: 9.2 eV
structure (SMILES): NC(=O)C=O.CC=O



(5)
The following is a DFT calculation (wB97M-V/def2-TZVPD) of a cluster of 4 separate species, C22H36FNO8S3 in total.

Geometry (Å):
C (-2.6293, -4.6605, 6.9017)
N (-2.8502, -5.1052, 5.5306)
C (-1.9544, -6.1310, 5.0146)
C (-0.9573, -5.5376, 4.0525)
C (-1.1003, -5.5618, 2.7310)
C (-0.1230, -4.9363, 1.8094)
O (-0.1948, -5.1058, 0.6118)
C (0.9733, -4.0975, 2.4113)
C (1.8594, -3.3395, 1.4589)
C (1.9468, -1.8612, 1.7786)
F (0.6804, -1.2942, 1.8065)
C (1.1182, -4.0851, 3.7335)
C (0.2416, -4.8599, 4.6426)
O (0.4893, -4.9561, 5.8249)
H (-2.0701, -5.4042, 7.4811)
H (-3.5884, -4.4941, 7.3952)
H (-2.0679, -3.7242, 6.9395)
H (-3.8117, -5.3590, 5.3766)
H (-1.4058, -6.6028, 5.8385)
H (-2.5187, -6.9112, 4.4987)
H (-1.9400, -6.0609, 2.2577)
H (2.8770, -3.7413, 1.5070)
H (1.5053, -3.4909, 0.4397)
H (2.5451, -1.3539, 1.0197)
H (2.4204, -1.6884, 2.7479)
H (1.9065, -3.5183, 4.2194)
O (4.9392, 1.6656, 1.1137)
S (4.4246, 1.1115, -0.1134)
O (4.6368, -0.2858, -0.4100)
C (2.6842, 1.5108, -0.2479)
C (2.6632, 2.8481, -0.9772)
C (3.6997, 2.7283, -2.1021)
C (4.9737, 2.1327, -1.4922)
H (2.2537, 1.5288, 0.7509)
H (2.2197, 0.7221, -0.8415)
H (1.6710, 3.0691, -1.3585)
H (2.9426, 3.6519, -0.2930)
H (3.3185, 2.0639, -2.8813)
H (3.9020, 3.6922, -2.5663)
H (5.5323, 1.4967, -2.1744)
H (5.6288, 2.8934, -1.0722)
O (-0.5574, 3.7849, -0.3711)
S (-0.8416, 4.5832, -1.5411)
O (0.1068, 4.5834, -2.6320)
C (-2.4741, 4.1800, -2.1334)
C (-3.3884, 5.1627, -1.4110)
C (-2.6663, 6.5172, -1.4464)
C (-1.2091, 6.2706, -1.0339)
H (-2.6785, 3.1348, -1.9135)
H (-2.4712, 4.3395, -3.2112)
H (-4.3673, 5.2058, -1.8846)
H (-3.5296, 4.8430, -0.3764)
H (-2.6976, 6.9220, -2.4595)
H (-3.1364, 7.2443, -0.7862)
H (-0.4995, 6.9284, -1.5292)
H (-1.0651, 6.3104, 0.0442)
O (-3.0130, 0.4812, -2.6298)
S (-2.2921, 0.9081, -3.8041)
O (-2.8402, 1.9599, -4.6257)
C (-0.6041, 1.2894, -3.3309)
C (0.1297, -0.0375, -3.4915)
C (-0.3711, -0.6414, -4.8104)
C (-1.8998, -0.5337, -4.8084)
H (-0.6103, 1.6733, -2.3127)
H (-0.2352, 2.0523, -4.0161)
H (1.2098, 0.1076, -3.4972)
H (-0.1153, -0.6997, -2.6580)
H (0.0384, -0.0770, -5.6502)
H (-0.0571, -1.6777, -4.9244)
H (-2.3306, -0.3787, -5.7943)
H (-2.3751, -1.3849, -4.3245)

Results
F_max: 0.41 eV/A
net charge: 0
HOMO level: -8.82 eV
gap between HOMO and LUMO: 7.8 eV
structure (SMILES): CNCC1=CC(=O)C(CCF)=CC1=O.O=S1(=O)CCCC1.O=S1(=O)CCCC1.O=S1(=O)CCCC1



Look up the F_max of the first one. 3.29 eV/A



The lowest F_max belongs to which entry? C22H36FNO8S3